# 1
{"formula": "C5H13NO", "method": "wB97M-V/def2-TZVPD", "symbols": ["C", "C", "C", "O", "C", "N", "C", "H", "H", "H", "H", "H", "H", "H", "H", "H", "H", "H", "H", "H"], "xyz": [[0.261, 1.039, -0.521], [-0.908, 0.462, -1.275], [-2.213, 0.420, -0.496], [-1.005, 1.121, -2.571], [0.626, 0.262, 0.743], [1.133, -1.079, 0.399], [1.611, -1.871, 1.523], [1.207, 1.197, -1.106], [0.024, 2.104, -0.213], [-0.767, -0.593, -1.346], [-2.155, -0.473, 0.149], [-3.062, 0.461, -1.164], [-2.306, 1.205, 0.302], [-0.563, 1.901, -2.208], [-0.335, -0.041, 1.291], [1.349, 0.808, 1.365], [1.956, -0.795, -0.142], [2.658, -1.563, 1.619], [0.968, -1.648, 2.398], [1.520, -2.917, 1.251]], "nbo_charge": [-0.470, 0.073, -0.632, -0.650, -0.285, -0.092, -0.459, 0.234, 0.249, 0.173, 0.198, 0.267, 0.209, 0.460, 0.244, 0.288, 0.402, 0.269, 0.246, 0.278], "multiplicity": 2, "homo_ev": [-14.1, -14.1], "charge": 1, "gap_ev": [10.650, 5.321], "de_lowest_ev": 2.739, "e_lumo_ha": [-0.1278, -0.3219], "max_force_ev_per_a": 4.61}

# 2
{"formula": "C4H3S5", "method": "wB97M-V/def2-TZVPD", "symbols": ["C", "S", "C", "S", "C", "S", "C", "S", "S", "H", "H", "H"], "xyz": [[0.173, 0.077, -0.985], [1.617, 1.203, -0.769], [2.220, 1.242, 0.815], [3.555, 2.141, 1.202], [1.716, 0.480, 1.956], [2.283, -1.137, 1.872], [1.067, 0.918, 3.261], [-0.596, 0.909, 3.089], [1.875, 1.171, 4.629], [-0.868, 0.398, -1.112], [0.312, -0.539, -0.017], [0.496, -0.442, -1.857]], "nbo_charge": [-0.757, 0.379, -0.385, -0.006, -0.126, -0.074, -0.423, -0.218, -0.102, 0.229, 0.271, 0.212], "smiles": "CSC(=S)C(=S)C(=S)[S-]", "homo_ev": -4.0, "charge": -1, "gap_ev": 6.380, "de_lowest_ev": 0.041, "e_lumo_ha": 0.0889, "max_force_ev_per_a": 3.42}

# 3
{"formula": "C3H38NO14", "method": "wB97M-V/def2-TZVPD", "symbols": ["C", "C", "N", "C", "H", "H", "H", "H", "H", "H", "H", "H", "H", "H", "H", "H", "O", "H", "H", "O", "H", "H", "O", "H", "H", "O", "H", "H", "O", "H", "H", "O", "H", "H", "O", "H", "H", "O", "H", "H", "O", "H", "H", "O", "H", "H", "O", "H", "H", "O", "H", "H", "O", "H", "H", "O"], "xyz": [[0.096, -1.510, 1.908], [0.784, -0.142, 1.876], [0.244, 0.601, 0.673], [0.746, 2.038, 0.675], [-0.973, -1.352, 2.064], [0.448, -2.120, 1.086], [0.448, -1.956, 2.834], [0.701, 0.400, 2.808], [1.843, -0.271, 1.694], [-0.745, 0.507, 0.759], [0.345, 0.176, -0.255], [1.514, 2.046, -0.070], [1.278, 2.370, 1.696], [0.020, 2.772, 0.436], [-3.885, 1.070, -4.130], [-2.580, 2.148, -4.276], [-3.430, 1.881, -3.951], [-2.434, 2.894, 0.157], [-3.209, 2.361, 1.506], [-2.977, 2.240, 0.591], [-2.098, -2.969, 2.747], [-3.413, -3.577, 2.275], [-2.521, -3.379, 1.973], [1.541, -4.869, 0.028], [2.404, -3.655, 0.637], [1.886, -3.989, -0.091], [1.703, 5.188, -0.269], [1.751, 4.257, 0.980], [2.194, 4.984, 0.542], [-0.360, 2.877, 4.183], [-1.729, 2.558, 3.634], [-0.787, 2.516, 3.405], [0.647, -0.250, -2.661], [0.764, -1.619, -1.918], [0.788, -0.647, -1.765], [-3.662, 3.208, -2.293], [-4.364, 3.813, -1.079], [-3.563, 3.865, -1.599], [3.058, -0.896, -2.133], [4.000, -1.938, -2.185], [4.033, -0.929, -2.183], [4.238, 1.930, 2.673], [3.822, 2.563, 1.215], [3.582, 2.043, 1.984], [-0.649, -4.897, 0.031], [-0.164, -5.540, 1.357], [-0.352, -5.721, 0.427], [0.254, 0.667, -4.391], [1.498, 1.546, -3.967], [0.587, 1.300, -3.749], [-2.755, -2.078, 0.270], [-2.490, -0.670, 0.281], [-1.994, -1.495, 0.291], [0.791, -3.967, -2.232], [1.912, -3.223, -1.903], [1.212, -3.165, -2.596]], "nbo_charge": [-0.638, -0.210, -0.535, -0.438, 0.234, 0.231, 0.214, 0.236, 0.219, 0.424, 0.484, 0.220, 0.260, 0.221, 0.505, 0.505, -1.003, 0.507, 0.480, -0.985, 0.475, 0.481, -0.951, 0.511, 0.493, -1.002, 0.477, 0.460, -0.932, 0.484, 0.475, -0.956, 0.504, 0.511, -1.028, 0.495, 0.473, -0.971, 0.466, 0.457, -0.926, 0.498, 0.498, -0.989, 0.477, 0.479, -0.944, 0.483, 0.497, -0.958, 0.494, 0.466, -0.953, 0.481, 0.491, -0.948], "homo_ev": -13.3, "charge": 1, "gap_ev": 10.746, "de_lowest_ev": 1.447, "e_lumo_ha": -0.0928, "max_force_ev_per_a": 3.15}

# 4
{"formula": "C7H11N2", "method": "wB97M-V/def2-TZVPD", "symbols": ["C", "C", "C", "C", "C", "C", "C", "N", "N", "H", "H", "H", "H", "H", "H", "H", "H", "H", "H", "H"], "xyz": [[2.635, 1.460, 0.734], [2.206, 0.655, -0.162], [-1.996, 0.721, -1.010], [-0.851, 1.273, -0.216], [-0.224, 0.054, 0.271], [-1.028, -2.218, 0.530], [1.262, -0.137, -0.793], [-2.084, -0.567, -0.910], [-1.097, -0.997, -0.117], [3.648, 1.987, 0.804], [-2.775, 1.253, -1.458], [-0.344, 2.087, -0.756], [-1.304, 1.819, 0.642], [2.081, 1.425, 1.653], [0.039, 0.068, 1.277], [-0.065, -2.188, 1.083], [-1.790, -2.399, 1.238], [-1.114, -3.071, -0.177], [1.636, -1.220, -0.738], [1.165, -0.005, -1.895]], "nbo_charge": [-0.524, 0.407, 0.068, -0.555, 0.113, -0.411, -0.600, -0.173, -0.207, 0.319, 0.231, 0.281, 0.281, 0.284, 0.225, 0.211, 0.225, 0.238, 0.276, 0.312], "homo_ev": [-12.5, -12.5], "charge": 1, "gap_ev": [6.637, 6.633], "de_lowest_ev": 6.182, "e_lumo_ha": [-0.2155, -0.2155], "max_force_ev_per_a": 4.21}

# 5
{"formula": "C5H9InLiO4", "method": "wB97M-V/def2-TZVPD", "symbols": ["O", "C", "C", "O", "C", "C", "O", "C", "Li", "H", "H", "H", "H", "H", "H", "H", "H", "In", "O", "H"], "xyz": [[-1.058, 2.582, 0.368], [-1.944, 1.915, -0.304], [-1.819, 0.617, -0.754], [-0.485, 0.141, -0.588], [-0.267, -1.041, 0.142], [1.217, -1.147, 0.405], [1.628, 0.048, 1.052], [2.992, 0.056, 1.420], [0.505, 1.556, 0.382], [-2.871, 2.449, -0.598], [-0.593, -1.936, -0.417], [-0.811, -0.996, 1.101], [1.774, -1.265, -0.539], [1.425, -2.020, 1.045], [3.185, 0.992, 1.958], [3.218, -0.797, 2.078], [3.637, 0.010, 0.528], [-3.475, -0.423, -1.074], [-3.541, -0.615, -2.870], [-2.718, -0.125, -3.336]], "lowdin_charge": [-0.073, -0.271, -0.319, -0.189, -0.188, -0.178, -0.263, -0.065, 0.752, 0.131, 0.146, 0.150, 0.149, 0.151, 0.105, 0.108, 0.107, 1.062, -0.414, 0.100], "homo_ev": [-13.3, -12.1], "charge": 1, "gap_ev": [7.751, 5.970], "e_lumo_ha": [-0.2026, -0.2260], "max_force_ev_per_a": 7.31}

# 6
{"formula": "C16H27BBrClN3O11SV", "method": "wB97M-V/def2-TZVPD", "symbols": ["C", "B", "O", "O", "C", "O", "O", "N", "C", "S", "H", "H", "H", "H", "C", "C", "C", "C", "C", "C", "N", "O", "C", "C", "C", "H", "H", "H", "H", "H", "H", "H", "H", "H", "H", "H", "H", "H", "H", "H", "H", "H", "H", "O", "Cl", "O", "O", "O", "O", "V", "O", "N", "C", "C", "C", "C", "H", "H", "H", "H", "H", "Br"], "xyz": [[-5.643, 2.198, 0.401], [-6.513, 1.056, -0.259], [-7.841, 0.937, 0.040], [-5.983, 0.078, -1.260], [-4.885, 0.656, -2.043], [-3.791, 0.344, -1.805], [-5.032, 1.515, -3.079], [-4.958, 2.867, -2.642], [-3.818, 3.325, -2.805], [-2.412, 3.958, -2.775], [-5.963, 3.157, -0.061], [-4.554, 2.078, 0.241], [-5.815, 2.232, 1.497], [-8.316, 1.031, -0.810], [0.335, -1.637, -0.396], [-0.043, -0.166, -0.120], [0.295, 0.705, -1.327], [1.788, 0.967, -1.490], [2.382, 1.536, -0.206], [2.083, 0.671, 1.036], [0.633, 0.315, 1.128], [0.019, 1.305, 1.546], [2.954, -0.604, 1.007], [2.579, 1.414, 2.287], [-1.565, -0.213, -0.001], [0.243, -2.245, 0.508], [-0.330, -2.065, -1.146], [1.336, -1.766, -0.797], [-0.217, 1.672, -1.243], [-0.121, 0.225, -2.217], [2.308, 0.049, -1.779], [1.947, 1.675, -2.309], [3.464, 1.647, -0.325], [1.987, 2.548, -0.057], [2.626, -1.324, 1.760], [3.995, -0.368, 1.223], [2.974, -1.101, 0.040], [2.130, 2.402, 2.397], [3.655, 1.568, 2.232], [2.371, 0.839, 3.193], [-1.884, -0.812, 0.858], [-1.981, -0.670, -0.894], [-2.018, 0.777, 0.085], [-1.031, -1.279, -5.506], [-1.935, -0.720, -4.545], [-2.284, 0.632, -4.916], [-1.299, -0.696, -3.233], [-3.134, -1.526, -4.460], [3.515, 1.895, -4.257], [4.926, 1.153, -3.629], [6.301, 0.399, -2.938], [4.452, -4.204, 4.547], [3.169, -3.732, 4.592], [3.219, -2.367, 4.484], [4.586, -2.002, 4.363], [5.321, -3.157, 4.403], [4.716, -5.172, 4.609], [2.335, -4.406, 4.699], [2.369, -1.703, 4.490], [4.985, -1.006, 4.259], [6.383, -3.325, 4.342], [-5.010, -1.556, -0.937]], "nbo_charge": [-1.058, 1.220, -0.873, -0.669, 0.984, -0.431, -0.341, -0.288, 0.164, 0.319, 0.290, 0.249, 0.284, 0.519, -0.639, 0.104, -0.435, -0.436, -0.394, 0.091, 0.251, -0.204, -0.635, -0.613, -0.621, 0.209, 0.257, 0.223, 0.198, 0.331, 0.205, 0.290, 0.246, 0.213, 0.228, 0.239, 0.224, 0.225, 0.236, 0.221, 0.208, 0.269, 0.210, -0.830, 2.555, -0.875, -0.930, -0.887, -1.066, 1.556, -1.051, -0.502, -0.078, -0.309, -0.315, -0.068, 0.414, 0.211, 0.211, 0.222, 0.216, 0.459], "homo_ev": -6.1, "gap_ev": 1.457, "de_lowest_ev": 2.093, "e_lumo_ha": -0.1709, "max_force_ev_per_a": 5.97}